*one*
Density functional theory data (wB97M-V/def2-TZVPD) for a molecular structure, C4H2O3.

```
9
Properties=species:S:1:pos:R:3
C -1.307 0.636 -1.002
C -0.349 0.307 0.044
C 0.112 -0.994 0.760
C 0.942 -0.497 -0.308
O -0.202 -1.735 1.616
O -1.466 1.783 -0.442
O -0.502 1.595 0.562
H 0.888 -1.090 -1.164
H 1.883 -0.006 -0.066
```

Its spin multiplicity is 1. As for the HOMO-LUMO gap: 9.396 eV. The charge is 0.

*two*
Density functional theory data (wB97M-V/def2-TZVPD) for a molecular structure, C4H2O3.

```
9
Properties=species:S:1:pos:R:3
C -0.074 0.599 -0.086
C 0.035 -0.930 -0.181
O 0.273 1.510 -1.048
C -1.096 0.545 0.749
C 1.084 -0.941 0.616
O -1.933 0.611 1.567
O 1.984 -1.113 1.338
H -0.093 1.249 -1.903
H -0.180 -1.529 -1.052
```

Its spin multiplicity is 1. As for the HOMO-LUMO gap: 9.243 eV. The charge is 0.

Stability, lowest: *one*

*one*
Density functional theory data (wB97M-V/def2-TZVPD) for 2 unconnected molecules or ions with the total composition C3H8NO2S.

```
15
Properties=species:S:1:pos:R:3
O 1.656 0.688 1.607
C 1.051 -0.377 1.331
N 0.070 -0.058 0.431
C -0.897 -1.050 -0.228
C -0.019 -1.635 -1.295
S -0.409 -1.083 -2.923
H 0.980 -1.447 1.799
H 0.084 0.928 0.034
H -1.774 -0.421 -0.515
H -1.241 -1.638 0.650
H -0.347 -2.651 -1.160
H 0.986 -1.455 -1.099
H 0.026 3.505 -0.393
H 0.156 3.288 1.297
O -0.322 3.407 0.465
```

Its spin multiplicity is 1. As for the HOMO-LUMO gap: 6.041 eV. The charge is -1.

*two*
Density functional theory data (wB97M-V/def2-TZVPD) for 2 unconnected molecules or ions with the total composition C3H8NO2S.

```
15
Properties=species:S:1:pos:R:3
O -0.225 -3.253 2.111
C -0.640 -2.154 1.765
N -0.837 -1.763 0.498
C -1.123 -0.392 0.112
C -0.415 -0.011 -1.185
S 1.413 -0.138 -1.064
H -0.966 -1.400 2.486
H -0.378 -2.332 -0.200
H -0.808 0.327 0.867
H -2.193 -0.327 -0.043
H -0.764 0.995 -1.439
H -0.654 -0.709 -1.984
H 1.033 6.211 -0.415
H 0.207 5.156 -1.125
O 0.136 6.019 -0.701
```

Its spin multiplicity is 1. As for the HOMO-LUMO gap: 5.955 eV. The charge is -1.

*three*
Density functional theory data (wB97M-V/def2-TZVPD) for 2 unconnected molecules or ions with the total composition C3H8NO2S.

```
15
Properties=species:S:1:pos:R:3
C -0.565 -0.845 -0.258
C -0.836 0.584 0.274
S 0.510 1.839 0.179
C -0.275 -1.864 0.737
N 0.165 -1.542 2.001
O -0.310 -3.077 0.488
H 0.283 -0.647 -0.931
H -1.407 -1.141 -0.886
H -1.158 0.514 1.330
H -1.674 0.889 -0.384
H 0.470 -2.273 2.639
H 0.184 -0.602 2.347
H 2.196 2.504 -2.186
H 0.844 2.530 -2.780
O 1.574 3.130 -2.573
```

Its spin multiplicity is 1. As for the HOMO-LUMO gap: 6.701 eV. The charge is -1.

Stability, lowest: *one*

*one*
Density functional theory data (wB97M-V/def2-TZVPD) for 2 unconnected molecules or ions with the total composition CH2F3NOS.

```
9
Properties=species:S:1:pos:R:3
N -0.718 -1.316 0.204
S 0.339 -0.533 0.803
O 0.670 -0.275 2.205
C 1.613 0.588 -0.186
F 2.499 -0.443 -0.470
F 2.223 1.427 0.605
H 1.329 1.021 -1.012
F -3.861 0.196 -0.894
H -4.094 -0.665 -1.254
```

Its spin multiplicity is 1. As for the HOMO-LUMO gap: 10.169 eV. The SMILES is N#S(=O)C(F)F.F. The charge is 0.

*two*
Density functional theory data (wB97M-V/def2-TZVPD) for 2 unconnected molecules or ions with the total composition CH2F3NOS.

```
9
Properties=species:S:1:pos:R:3
C -1.364 -0.440 -0.623
N 1.644 -0.354 -0.665
O 0.256 -0.371 -2.783
F -0.995 -1.391 0.252
F -2.229 -0.978 -1.467
F -0.281 2.458 -0.166
S 0.433 0.085 -1.449
H -2.006 0.411 -0.058
H 1.878 -0.050 0.225
```

Its spin multiplicity is 1. As for the HOMO-LUMO gap (spin up / spin down): 6.499 / 6.542 eV. The charge is 0.

Stability, lowest: *two*

*one*
Density functional theory data (wB97M-V/def2-TZVPD) for C5H4FNO in the gas phase.

```
12
Properties=species:S:1:pos:R:3
C 1.993 -0.691 0.228
C 1.273 0.365 -0.154
F 1.744 1.652 -0.118
C -0.162 0.314 -0.557
O -0.772 -0.997 -0.683
C -1.207 -0.151 0.356
C -2.515 0.478 0.222
N -3.596 0.761 -0.063
H 3.018 -0.580 0.611
H 1.555 -1.725 0.163
H -0.429 0.971 -1.396
H -0.901 -0.397 1.391
```

Its spin multiplicity is 1. As for the HOMO-LUMO gap: 11.151 eV. The SMILES is C=C(F)[C@H]1O[C@@H]1C#N. The charge is 0.

*two*
Density functional theory data (wB97M-V/def2-TZVPD) for C5H4FNO in the gas phase.

```
12
Properties=species:S:1:pos:R:3
O 0.133 2.160 0.097
C -0.339 1.061 -0.035
C -1.749 0.635 -0.272
C -1.714 -0.699 -0.254
N -0.393 -1.263 -0.035
C 0.400 -0.281 0.084
C 1.875 -0.391 0.316
F 2.535 0.258 -0.710
H -2.579 1.284 -0.434
H -2.534 -1.388 -0.364
H 2.188 0.077 1.277
H 2.177 -1.453 0.329
```

Its spin multiplicity is 1. As for the HOMO-LUMO gap: 8.786 eV. The SMILES is O=C1C=CN=C1CF. The charge is 0.

Stability, lowest: *one*

*one*
Density functional theory data (wB97M-V/def2-TZVPD) for 17 unconnected molecules or ions with the total composition H35O17.

```
52
Properties=species:S:1:pos:R:3
O -0.619 -0.445 0.913
H -1.498 -0.043 5.180
H -0.765 -1.257 0.411
O 0.092 2.669 3.829
H 0.077 -4.202 -4.267
H 1.128 4.668 1.591
O -1.833 -1.023 -3.725
H -2.784 -0.886 -3.664
H -0.138 2.604 -1.714
O -2.550 0.942 -0.552
H -3.379 2.097 -0.362
H 2.196 -1.014 -1.563
O -1.035 2.690 -2.076
H -1.369 -2.490 3.961
O 3.017 -2.773 -0.013
H 3.088 -1.942 0.469
H -4.363 -2.067 0.858
O 1.217 2.194 -0.529
H 3.111 -3.475 0.638
H 0.268 -4.117 -0.008
O -1.346 -1.842 3.236
H 0.250 -0.226 0.495
H -0.953 -0.979 3.511
O -0.708 -3.915 -3.794
H 1.848 3.649 2.583
H -1.051 -4.592 -3.213
O -3.410 -1.927 0.851
H 4.448 1.173 -0.477
H -3.015 -2.599 0.279
O -3.361 3.220 -0.815
H 4.981 0.802 -2.896
H -2.162 1.431 5.234
O 0.369 -5.083 0.091
H -3.795 3.145 -1.692
H -0.170 -5.126 -0.731
O 4.040 0.665 -3.040
H 3.769 0.796 -3.949
H 2.037 1.686 -0.586
O -1.364 0.908 5.153
H 1.286 2.564 0.359
H 0.456 3.220 4.547
O 1.254 -0.812 -1.708
H -1.562 -1.312 -2.840
H 0.009 1.817 4.299
O 1.963 4.364 1.948
H -1.882 0.933 0.171
H -2.999 0.085 -0.395
O 4.310 0.386 0.050
H 5.034 0.018 0.552
H -2.378 3.262 -0.935
H -1.133 2.706 -3.029
H 1.375 -0.549 -2.634
```

Its spin multiplicity is 1. As for the HOMO-LUMO gap: 10.596 eV. The charge is +1.

*two*
Density functional theory data (wB97M-V/def2-TZVPD) for 17 unconnected molecules or ions with the total composition H35O17.

```
52
Properties=species:S:1:pos:R:3
O -0.628 0.766 4.246
H -0.288 -0.140 4.310
H -0.790 0.930 5.186
O -2.704 -1.258 -1.772
H -1.964 -0.985 -1.202
H -2.281 -1.733 -2.496
O -2.477 2.961 -0.381
H -3.081 2.251 -0.149
H -1.959 3.082 0.419
O 0.339 3.032 1.240
H 0.617 3.326 0.276
H 2.022 1.665 3.530
O 1.516 3.674 -0.822
H 1.418 2.523 2.115
O -3.514 -3.292 0.241
H -4.093 -4.063 0.202
H -3.515 -2.994 -0.684
O 2.035 -2.272 -0.594
H 1.190 -2.502 -1.003
H 2.157 -2.843 0.171
O 1.595 2.466 3.182
H 1.580 3.226 -1.703
H 0.733 2.472 3.645
O -4.986 0.564 -1.050
H -1.536 -1.403 1.234
H -4.185 0.509 -1.589
O 0.284 -3.673 -2.564
H -0.451 -4.182 -2.895
H 1.100 -3.759 -3.062
O 3.853 -1.944 -2.213
H 4.214 -1.405 -2.912
H 4.448 -2.113 -1.486
O 0.394 0.807 -3.456
H 0.583 0.761 -2.508
H -0.227 1.552 -3.442
O -0.321 -3.371 4.056
H 0.157 -3.570 3.251
H -1.234 -3.576 3.818
O 0.728 0.157 0.334
H 1.015 -0.776 0.275
H -1.798 -2.558 0.308
O 2.920 0.305 2.393
H 3.744 -0.193 2.377
H 2.312 -0.336 2.002
O -1.189 -1.808 0.431
H 0.008 2.136 1.023
H 1.559 0.516 -0.021
O 1.838 3.291 -3.389
H 1.681 2.435 -3.822
H 2.761 3.522 -3.516
H 1.440 4.603 -1.080
H -4.618 0.538 -0.166
```

Its spin multiplicity is 1. As for the HOMO-LUMO gap: 10.237 eV. The charge is +1.

Stability, lowest: *one*